221
Properties=species:S:1:pos:R:3:mulliken_spin:R:1 method="wB97M-V/def2-TZVPD" total_charge=+1 relative_energy_ev=2.647 spin_multiplicity=2 s_squared=0.755 total_energy_ev=-102212.3367
C 12.964 8.365 -12.430 0.00
C 13.147 7.498 -13.665 0.00
C 14.611 7.095 -14.004 0.00
O 15.376 8.262 -14.399 0.00
C 16.748 8.024 -14.660 0.00
N 12.257 6.358 -13.372 0.00
H 11.925 8.590 -12.189 0.00
H 13.492 9.309 -12.567 0.00
H 13.393 7.948 -11.518 0.00
H 12.670 7.975 -14.522 0.00
H 14.579 6.392 -14.836 0.00
H 15.085 6.564 -13.178 0.00
H 16.780 7.311 -15.484 0.00
H 17.299 7.632 -13.805 0.00
H 17.189 8.919 -15.098 0.00
H 12.601 5.919 -12.530 0.00
H 11.310 6.669 -13.209 0.00
C 10.969 6.419 -4.174 0.00
C 12.211 6.085 -5.073 0.00
C 12.742 7.344 -5.872 0.00
O 13.761 6.888 -6.777 0.00
C 14.447 7.933 -7.422 0.00
N 13.220 5.637 -4.096 0.00
H 10.078 6.474 -4.800 0.00
H 11.119 7.422 -3.775 0.00
H 10.801 5.682 -3.389 0.00
H 12.155 5.250 -5.770 0.00
H 13.219 8.104 -5.254 0.00
H 11.901 7.815 -6.381 0.00
H 15.249 8.312 -6.788 0.00
H 13.794 8.722 -7.793 0.00
H 15.024 7.594 -8.284 0.00
H 14.142 5.481 -4.479 0.00
H 13.330 6.409 -3.455 0.00
C 16.236 8.108 -4.190 0.00
C 16.602 9.468 -3.607 -0.01
C 15.623 10.584 -4.246 0.00
O 15.739 10.622 -5.673 0.00
C 14.744 11.342 -6.327 0.00
N 16.319 9.408 -2.181 0.00
H 16.727 7.357 -3.571 0.00
H 16.668 7.941 -5.177 0.00
H 15.157 7.952 -4.198 0.00
H 17.641 9.776 -3.722 0.01
H 15.804 11.555 -3.784 0.00
H 14.579 10.346 -4.046 0.00
H 14.987 11.541 -7.371 0.00
H 14.664 12.321 -5.855 0.00
H 13.815 10.774 -6.366 0.00
H 17.009 8.752 -1.843 0.00
H 16.646 10.246 -1.721 0.00
C 11.156 5.845 -8.751 0.00
C 11.709 5.340 -10.039 0.00
C 13.269 5.260 -9.977 0.00
O 13.699 4.950 -11.350 0.00
C 15.086 4.552 -11.269 0.00
N 11.109 4.057 -10.285 0.00
H 10.080 6.013 -8.784 0.00
H 11.538 6.827 -8.473 0.00
H 11.316 5.238 -7.860 0.00
H 11.401 5.972 -10.871 0.00
H 13.473 4.476 -9.247 0.00
H 13.733 6.191 -9.652 0.00
H 15.760 5.132 -10.639 0.00
H 15.567 4.453 -12.242 0.00
H 15.039 3.554 -10.834 0.00
H 11.690 3.658 -11.008 0.00
H 11.457 3.584 -9.463 0.00
C 20.220 8.287 -3.725 0.03
C 21.172 8.974 -4.680 -0.04
C 21.716 8.071 -5.831 0.13
O 22.492 8.934 -6.760 -0.01
C 22.781 8.221 -7.957 0.00
N 20.451 10.083 -5.166 0.75
H 20.870 7.514 -3.314 0.00
H 19.402 7.715 -4.161 0.00
H 19.988 8.966 -2.904 -0.01
H 22.070 9.340 -4.181 0.03
H 20.912 7.684 -6.457 0.01
H 22.335 7.236 -5.504 0.01
H 21.804 8.178 -8.439 0.00
H 23.211 7.221 -7.892 0.00
H 23.345 8.846 -8.649 0.00
H 19.643 9.866 -5.732 0.01
H 21.161 10.581 -5.683 -0.02
C 21.892 12.995 -14.215 0.00
C 22.908 13.672 -13.269 0.00
C 22.826 13.002 -11.895 0.00
O 22.959 11.549 -12.012 0.00
C 22.745 10.733 -10.813 0.00
N 24.241 13.606 -13.757 0.00
H 21.739 13.518 -15.159 0.00
H 20.885 12.949 -13.799 0.00
H 22.160 11.978 -14.501 0.00
H 22.635 14.727 -13.258 0.00
H 21.844 13.118 -11.437 0.00
H 23.632 13.237 -11.200 0.00
H 23.062 9.693 -10.889 0.00
H 21.688 10.774 -10.548 0.00
H 23.359 11.091 -9.987 0.00
H 24.794 13.782 -12.930 0.00
H 24.542 12.655 -13.914 0.00
C 18.689 13.337 -5.032 0.01
C 18.391 14.490 -4.129 0.00
C 18.456 15.883 -4.768 0.00
O 18.272 16.906 -3.817 0.00
C 18.649 18.265 -4.275 0.00
N 17.091 14.252 -3.571 0.00
H 19.654 13.300 -5.537 -0.01
H 17.927 13.214 -5.802 0.00
H 18.614 12.415 -4.454 0.00
H 19.128 14.527 -3.327 0.00
H 17.686 15.966 -5.535 0.00
H 19.455 15.942 -5.200 0.00
H 18.822 18.862 -3.379 0.00
H 17.854 18.606 -4.937 0.00
H 19.627 18.351 -4.749 0.00
H 16.967 15.100 -3.037 0.00
H 16.410 14.174 -4.313 0.00
C 16.470 2.818 -7.661 0.00
C 16.294 4.221 -6.972 0.00
C 16.864 5.425 -7.683 0.00
O 18.239 5.197 -7.911 0.00
C 18.943 6.347 -8.486 0.01
N 14.903 4.290 -6.699 0.00
H 16.107 2.008 -7.029 0.00
H 17.467 2.425 -7.856 0.00
H 15.973 2.710 -8.626 0.00
H 16.782 4.044 -6.013 0.00
H 16.800 6.298 -7.033 0.00
H 16.357 5.737 -8.596 0.00
H 18.771 7.222 -7.861 -0.01
H 18.308 6.619 -9.329 0.00
H 19.959 6.047 -8.743 0.00
H 14.598 5.251 -6.643 0.00
H 14.398 3.798 -7.422 0.00
C 19.821 6.699 -11.956 0.00
C 21.024 7.246 -12.643 0.00
C 20.750 8.670 -13.130 0.00
O 20.085 8.622 -14.367 0.00
C 19.851 9.861 -14.888 0.00
N 22.108 7.101 -11.751 0.00
H 19.670 7.346 -11.092 0.00
H 19.828 5.680 -11.569 0.00
H 18.949 6.922 -12.571 0.00
H 21.313 6.513 -13.396 0.00
H 21.658 9.258 -13.264 0.00
H 20.174 9.216 -12.383 0.00
H 19.369 9.669 -15.846 0.00
H 20.652 10.537 -15.189 0.00
H 19.154 10.410 -14.255 0.00
H 22.278 6.118 -11.594 0.00
H 22.957 7.348 -12.238 0.00
C 21.288 17.059 -10.695 0.00
C 20.002 17.713 -10.140 0.00
C 19.266 16.838 -9.047 0.00
O 18.957 15.524 -9.546 0.00
C 18.713 14.544 -8.552 0.00
N 20.393 19.101 -9.760 0.00
H 21.919 17.604 -11.397 0.00
H 20.961 16.190 -11.265 0.00
H 21.920 16.680 -9.892 0.00
H 19.290 17.775 -10.962 0.00
H 18.351 17.387 -8.823 0.00
H 19.898 16.726 -8.166 0.00
H 19.366 14.605 -7.681 0.00
H 18.941 13.523 -8.857 0.00
H 17.684 14.587 -8.195 0.00
H 21.031 19.429 -10.472 0.00
H 19.578 19.678 -9.906 0.00
C 18.261 13.105 -12.385 0.00
C 18.339 14.340 -13.166 0.00
C 17.654 14.208 -14.588 0.00
O 18.435 13.384 -15.444 0.00
C 17.759 13.004 -16.659 0.00
N 17.685 15.321 -12.292 0.00
H 17.248 12.712 -12.302 0.00
H 18.745 13.035 -11.411 0.00
H 18.772 12.322 -12.945 0.00
H 19.300 14.850 -13.232 0.00
H 17.384 15.159 -15.046 0.00
H 16.695 13.770 -14.310 0.00
H 17.605 13.930 -17.213 0.00
H 16.751 12.594 -16.728 0.00
H 18.354 12.395 -17.340 0.00
H 16.766 14.990 -12.034 0.00
H 18.161 15.345 -11.402 0.00
C 19.587 10.585 -8.690 -0.02
C 18.115 10.601 -8.288 0.00
C 17.095 10.373 -9.446 0.02
O 17.037 8.982 -9.774 0.00
C 16.548 8.663 -11.066 0.00
N 17.948 9.667 -7.154 0.12
H 20.290 10.576 -7.858 0.00
H 19.866 11.376 -9.386 0.00
H 19.843 9.635 -9.161 0.00
H 17.899 11.566 -7.831 0.00
H 17.213 11.047 -10.295 0.00
H 16.073 10.587 -9.133 0.00
H 15.618 9.194 -11.268 0.00
H 16.325 7.599 -11.135 0.00
H 17.285 8.992 -11.800 0.00
H 17.624 8.797 -7.553 0.01
H 17.235 10.026 -6.535 -0.02
C 25.585 10.320 -6.257 0.00
C 25.306 11.826 -6.391 0.00
C 23.908 12.055 -7.040 0.00
O 23.767 13.326 -7.679 0.00
C 22.395 13.614 -7.886 0.00
N 25.354 12.500 -5.049 0.00
H 26.649 10.186 -6.063 0.00
H 25.350 9.798 -7.185 0.00
H 25.014 9.833 -5.468 0.00
H 26.172 12.262 -6.890 0.00
H 23.092 11.839 -6.351 0.01
H 23.744 11.320 -7.828 0.00
H 22.251 14.548 -8.429 0.00
H 21.800 13.550 -6.975 0.00
H 22.013 12.850 -8.562 0.00
H 25.235 13.501 -5.110 0.00
H 26.300 12.375 -4.718 0.00

=====

60
Properties=species:S:1:pos:R:3:mulliken_spin:R:1 method="wB97M-V/def2-TZVPD" total_charge=-1 spin_multiplicity=4 s_squared=3.782 total_energy_ev=-181361.6864
Tc 0.395 0.353 0.107 2.69
S -2.213 -1.648 -1.235 0.05
C -1.939 -1.566 0.408 0.01
N -0.985 -0.945 1.085 -0.03
C -1.125 -1.116 2.444 0.03
C -0.268 -0.666 3.442 -0.01
C -0.583 -0.859 4.771 0.00
C -1.745 -1.522 5.143 0.00
C -2.590 -2.030 4.175 0.00
C -2.273 -1.826 2.843 0.00
S -3.139 -2.363 1.437 -0.01
H 0.659 -0.191 3.184 0.00
H 0.096 -0.486 5.524 0.00
H -1.977 -1.656 6.188 0.00
H -3.480 -2.580 4.433 0.00
S 2.362 -0.104 1.422 0.07
C 2.439 1.186 2.598 0.01
C 3.508 1.241 3.491 0.01
C 3.546 2.184 4.509 0.00
C 4.609 2.196 5.432 0.00
N 5.455 2.190 6.208 0.00
C 2.494 3.120 4.641 0.01
C 1.439 3.086 3.739 0.01
C 1.398 2.136 2.726 0.03
S 0.011 2.114 1.682 0.01
C 2.472 4.057 5.690 0.00
N 2.403 4.814 6.551 0.00
H 4.306 0.522 3.390 0.00
H 0.628 3.793 3.828 0.00
Br 1.738 1.756 -1.393 0.06
O 1.425 -3.274 -2.136 0.00
Cl 1.245 -2.518 -0.963 -0.01
O 0.345 -3.142 -0.069 0.00
O 2.476 -2.259 -0.318 0.00
O 0.688 -1.225 -1.365 0.01
N -1.342 1.157 -0.784 0.01
S -1.660 0.838 -2.322 0.01
C -1.314 2.452 -3.100 0.00
C -0.324 2.492 -4.065 0.00
C 0.045 3.711 -4.610 0.00
C -0.577 4.873 -4.189 0.00
C -1.566 4.824 -3.219 0.00
C -1.937 3.610 -2.668 0.01
C -3.464 1.045 -2.420 0.01
C -4.231 1.062 -1.270 0.00
C -5.600 1.234 -1.366 0.00
C -6.198 1.375 -2.608 0.00
C -5.422 1.353 -3.757 0.00
C -4.053 1.186 -3.666 0.00
H -1.637 2.086 -0.498 0.01
H 0.168 1.580 -4.358 0.00
H 0.831 3.758 -5.347 0.00
H -0.281 5.827 -4.601 0.00
H -2.038 5.735 -2.882 0.00
H -2.701 3.567 -1.903 0.00
H -3.758 0.938 -0.307 0.00
H -6.198 1.256 -0.467 0.00
H -7.267 1.503 -2.678 0.00
H -5.886 1.468 -4.726 0.00
H -3.438 1.177 -4.554 0.00

=====

9
Properties=species:S:1:pos:R:3:mulliken_charge:R:1 method="wB97M-V/def2-TZVPD" relative_energy_ev=2.347 spin_multiplicity=1 total_energy_ev=-23814.9487 smiles=FC(F)Cl.C#CF
C -1.654 1.654 -0.501 -0.23
C -1.618 1.212 0.592 0.16
C 1.125 -1.125 -0.022 0.63
F -1.589 0.768 1.790 -0.23
F 0.574 -2.315 -0.202 -0.20
F 1.285 -0.877 1.297 -0.19
Cl 2.648 -1.180 -0.883 -0.16
H 0.590 -0.285 -0.572 -0.09
H -1.360 2.148 -1.499 0.31

=====

24
Properties=species:S:1:pos:R:3:mulliken_charge:R:1 method="wB97M-V/def2-TZVPD" relative_energy_ev=0.271 spin_multiplicity=1 total_energy_ev=-74904.1481 smiles="C1=CCC=C1.CCCC=[Se]"
C 1.650 1.182 0.666 -0.17
C 2.428 0.174 1.336 -0.42
C 2.758 -0.056 -0.946 -0.54
C 1.761 1.023 -0.665 -0.65
C 3.058 -0.580 0.417 -0.64
C -0.412 -0.447 -0.871 -0.72
C -3.452 -0.864 0.254 -1.14
C -1.446 0.530 -0.421 -0.34
C -2.339 0.063 0.727 -0.56
Se 0.119 -1.896 -0.025 0.00
H 1.058 1.913 1.190 0.47
H 2.468 0.056 2.405 0.42
H 2.404 -0.831 -1.624 0.28
H 3.655 0.376 -1.400 0.38
H 1.353 1.652 -1.436 0.53
H 3.720 -1.407 0.598 0.40
H -0.087 -0.318 -1.899 0.43
H -4.059 -0.383 -0.510 0.33
H -4.100 -1.128 1.087 0.34
H -3.037 -1.782 -0.159 0.28
H -0.929 1.445 -0.116 0.24
H -2.063 0.797 -1.286 0.39
H -1.725 -0.456 1.466 0.33
H -2.781 0.936 1.212 0.34

=====

11
Properties=species:S:1:pos:R:3:mulliken_charge:R:1 method="wB97M-V/def2-TZVPD" relative_energy_ev=2.682 spin_multiplicity=1 total_energy_ev=-6753.2257 smiles=C#CCCC#N
C 2.564 0.031 0.466 0.20
C 1.469 0.283 0.035 -0.48
C 0.117 0.519 -0.456 -0.67
C -0.820 -0.570 0.068 -0.29
C -2.199 -0.274 -0.351 0.04
N -3.117 0.252 0.118 -0.42
H 3.542 -0.186 0.829 0.40
H -0.246 1.499 -0.118 0.30
H 0.093 0.531 -1.550 0.28
H -0.524 -1.579 -0.204 0.35
H -0.879 -0.506 1.161 0.27

=====

12
Properties=species:S:1:pos:R:3:mulliken_charge:R:1 method="wB97M-V/def2-TZVPD" relative_energy_ev=6.813 spin_multiplicity=1 total_energy_ev=-6312.3874
C 0.808 1.371 -1.063 -1.00
C 0.664 0.312 -0.072 0.04
C -0.521 -0.017 0.548 -0.01
C -1.544 0.960 0.740 -0.66
C -0.410 -1.459 0.673 -0.60
C -0.298 -2.658 0.727 0.23
H -0.178 1.815 -1.192 0.38
H 1.543 2.068 -0.660 0.26
H 1.216 0.969 -2.004 0.33
H 1.547 -0.289 0.162 0.36
H -2.487 0.635 1.231 0.21
H -0.340 -3.706 0.910 0.45

=====

87
Properties=species:S:1:pos:R:3:mulliken_charge:R:1 method="wB97M-V/def2-TZVPD" total_charge=+1 relative_energy_ev=0.637 spin_multiplicity=1 total_energy_ev=-52525.4353
Y 1.113 0.097 0.638 0.96
C 3.783 0.011 3.506 -1.51
C 4.244 -0.020 2.081 0.53
C 5.545 -0.077 1.574 -1.17
C 5.405 -0.087 0.198 0.58
C 6.464 -0.140 -0.859 -1.43
N 4.089 -0.037 -0.082 0.90
N 3.370 0.001 1.084 0.27
B 3.388 -0.074 -1.471 -1.43
N 2.488 1.202 -1.598 1.82
N 2.062 1.839 -0.460 -1.00
C 1.665 3.052 -0.806 0.91
C 1.171 4.023 0.213 -1.52
C 1.822 3.223 -2.188 -1.38
C 2.347 2.036 -2.653 0.67
C 2.703 1.632 -4.047 -1.28
N 2.548 -1.397 -1.521 1.28
N 2.042 -1.893 -0.344 -0.49
C 1.834 -3.185 -0.541 0.85
C 1.397 -4.095 0.561 -1.64
C 2.163 -3.535 -1.857 -1.16
C 2.615 -2.376 -2.446 0.59
C 3.115 -2.148 -3.838 -1.29
H 4.629 0.115 4.180 0.39
H 3.263 -0.909 3.775 0.25
H 3.112 0.850 3.691 0.30
H 6.473 -0.102 2.134 0.49
H 7.447 -0.135 -0.389 0.39
H 6.399 0.719 -1.531 0.28
H 6.377 -1.045 -1.465 0.27
H 4.200 -0.089 -2.356 -0.21
H 1.312 3.635 1.220 0.23
H 0.107 4.241 0.069 0.25
H 1.717 4.963 0.130 0.50
H 1.592 4.104 -2.775 0.50
H 2.682 2.504 -4.699 0.40
H 1.985 0.903 -4.435 0.16
H 3.699 1.181 -4.098 0.30
H 1.170 -3.542 1.468 0.29
H 2.204 -4.790 0.798 0.42
H 0.530 -4.696 0.272 0.28
H 2.095 -4.514 -2.318 0.50
H 3.124 -3.092 -4.381 0.39
H 4.129 -1.737 -3.843 0.27
H 2.473 -1.448 -4.378 0.16
C -5.786 4.853 0.490 -1.53
C -4.581 3.947 0.611 0.52
C -3.599 4.176 1.560 -0.80
C -2.467 3.368 1.677 0.59
C -1.533 3.678 2.836 -1.60
C -2.306 2.310 0.764 0.87
C -3.314 2.035 -0.191 0.90
C -3.269 0.843 -1.126 -1.18
C -4.431 2.848 -0.235 -0.85
C -1.042 1.523 0.733 1.46
O -0.371 1.304 1.811 -0.95
O -0.581 1.061 -0.359 -0.70
H -5.876 5.519 1.352 0.37
H -6.710 4.272 0.406 0.37
H -5.710 5.474 -0.409 0.30
H -3.714 5.008 2.253 0.36
H -1.576 4.741 3.075 0.44
H -0.503 3.396 2.662 0.13
H -1.858 3.129 3.725 0.36
H -3.011 -0.064 -0.578 -0.12
H -2.530 0.958 -1.917 0.27
H -4.249 0.695 -1.581 0.44
H -5.215 2.624 -0.958 0.37
C -4.491 -3.482 2.299 -1.47
C -4.324 -4.058 0.893 0.79
C -5.022 -3.191 -0.150 -1.24
C -2.867 -4.317 0.522 -1.35
N -1.981 -3.117 0.579 0.93
C -1.447 -2.506 1.627 -0.44
N -0.623 -1.595 1.189 -0.38
N -0.691 -1.627 -0.167 0.83
N -1.511 -2.538 -0.562 -1.21
H -5.542 -3.513 2.597 0.42
H -4.183 -2.429 2.338 0.30
H -3.922 -4.046 3.049 0.35
H -4.779 -5.049 0.878 0.30
H -4.548 -2.210 -0.225 0.12
H -6.071 -3.030 0.122 0.42
H -4.999 -3.656 -1.142 0.38
H -2.797 -4.672 -0.499 0.43
H -2.425 -5.066 1.175 0.46
H -1.632 -2.765 2.661 0.44

=====

9
Properties=species:S:1:pos:R:3:mulliken_spin:R:1 method="wB97M-V/def2-TZVPD" relative_energy_ev=5.752 spin_multiplicity=3 s_squared=2.035 total_energy_ev=-6710.9346
C -0.879 -0.026 0.086 0.63
C -0.459 -1.323 -0.020 0.43
C 0.609 1.177 -0.350 0.23
C -0.336 1.137 0.843 0.09
C 0.310 -1.577 -1.108 0.53
N 0.454 -0.091 -0.786 0.06
H -1.006 1.985 0.961 0.00
H 0.203 0.935 1.772 0.00
H 1.105 -2.217 -1.398 0.02

=====

9
Properties=species:S:1:pos:R:3:mulliken_charge:R:1 method="wB97M-V/def2-TZVPD" relative_energy_ev=1.589 spin_multiplicity=1 total_energy_ev=-8743.5420 smiles="O=C1COC=N1"
O 1.977 -0.750 -0.385 -0.51
C 0.810 -0.453 -0.389 0.47
C 0.377 0.868 0.178 -0.17
O -1.000 0.623 0.530 -0.33
C -1.262 -0.603 0.023 0.12
N -0.325 -1.279 -0.529 -0.49
H 1.212 0.814 0.900 0.23
H 0.428 1.792 -0.398 0.30
H -2.287 -0.956 0.135 0.38